Entry 1:
Here is a 2-piece molecular cluster, C2H10NO overall at a distorted geometry from the OMol25 dataset. Energies are from ωB97M-V with the def2-TZVPD basis set.

```
14
Properties=species:S:1:pos:R:3
N 1.9469 0.9316 0.1600
H 2.3092 1.7653 -0.6027
H 0.8904 0.7846 -0.1377
H 2.2420 1.3392 1.0956
H 2.4771 0.1108 -0.1557
C -1.3719 -0.4350 -0.6162
O -0.6536 0.8600 -0.5335
C -0.9347 -1.3079 0.6046
H -0.9714 -0.7353 -1.5503
H -2.4747 -0.2444 -0.6701
H -1.1923 1.5711 -0.2466
H -0.8662 -0.8302 1.6587
H 0.0957 -1.6033 0.4581
H -1.4966 -2.2066 0.5357
```

Output
**Kohn-Sham gap (alpha / beta)**: 14.339 / 7.016 eV
**Charge**: +2
**2S+1**: 2
**ΔE to the lowest compared entry with this formula, charge and spin**: 119.39 kJ/mol
**Molecular weight**: 64.108 g mol⁻¹


Entry 2:
Here is a 2-piece molecular cluster, C6H12O overall at a distorted geometry from the OMol25 dataset. Energies are from ωB97M-V with the def2-TZVPD basis set.

```
19
Properties=species:S:1:pos:R:3
C -1.0996 -1.9175 -2.1040
C -0.1720 -0.7089 -2.2672
C 0.5453 -0.2710 -1.0206
C 0.1197 0.8405 -0.2886
C 0.6921 1.2985 0.9061
C 0.3780 2.4417 1.6339
H -1.9894 -1.5880 -1.5672
H -1.4417 -2.2735 -3.0933
H -0.6247 -2.7466 -1.5974
H 0.5558 -0.8438 -3.0843
H -0.7484 0.1596 -2.5887
H 1.5314 -0.6671 -0.8232
H -0.7512 1.3966 -0.6553
H 1.3365 0.5749 1.3962
H -0.1017 3.2769 1.1406
H 0.6238 2.5691 2.6779
H -0.2410 -1.0371 1.8414
H -0.4644 -0.1790 3.0293
O -0.0657 -1.0324 2.7957
```

Output
**Kohn-Sham gap (alpha / beta)**: 4.380 / 6.784 eV
**Charge**: -1
**2S+1**: 2
**ΔE to the lowest compared entry with this formula, charge and spin**: 51.18 kJ/mol
**Molecular weight**: 100.161 g mol⁻¹


Entry 3:
Here is C20H40N2O6S2 as an isolated structure at a distorted geometry from the OMol25 dataset. Energies are from ωB97M-V with the def2-TZVPD basis set.

```
70
Properties=species:S:1:pos:R:3
C 1.9626 2.0680 5.2362
C 0.9011 1.3030 5.0314
C -0.4018 1.9441 4.6533
S -1.5822 0.7749 3.9445
O -1.0703 -0.5594 4.1874
O -2.8226 1.0111 4.6302
N -1.8314 1.0742 2.3794
S -0.5162 1.0483 1.4846
O -0.9413 1.3464 0.1303
O 0.5369 1.9423 1.9087
C 0.1989 -0.6019 1.4341
C 1.6788 -0.6102 1.7903
C 2.1898 -2.0591 1.9210
C 3.5036 -2.0317 2.7404
C 4.5382 -3.0071 2.1818
C 5.8139 -3.0660 3.0282
C 6.3970 -1.7084 3.3495
O 6.6209 -0.9502 2.1767
C 7.9164 -1.0730 1.6356
H 2.8188 1.7229 5.7958
H 2.0173 3.0589 4.8122
H 0.9702 0.2347 5.1405
H -0.8674 2.3211 5.5565
H -0.2383 2.7821 3.9894
H -0.3615 -1.3094 2.0317
H 0.1198 -0.9519 0.4079
H 2.2290 -0.1568 0.9701
H 1.8769 -0.0478 2.6936
H 1.4134 -2.6064 2.4469
H 2.4375 -2.4715 0.9463
H 3.2572 -2.3007 3.7666
H 3.8955 -1.0222 2.7277
H 4.0793 -3.9940 2.2009
H 4.7540 -2.6973 1.1636
H 5.5973 -3.6180 3.9409
H 6.5467 -3.6554 2.4726
H 7.2983 -1.8190 3.9537
H 5.7105 -1.1312 3.9623
H 8.6177 -1.5756 2.3001
H 8.3019 -0.0697 1.4619
H 7.9085 -1.5918 0.6782
C -4.4479 2.8509 -4.3460
C -3.7999 1.6624 -5.1001
C -4.8866 0.6732 -5.5363
C -5.4891 -0.1192 -4.3699
C -4.4115 -0.8296 -3.5457
C -3.2904 0.0993 -3.0594
N -2.7886 0.9221 -4.2362
O -2.0181 0.2742 -4.9269
C -3.7853 1.0167 -1.9197
C -2.1676 -0.6984 -2.4215
C -3.1069 2.3029 -6.3020
H -4.7238 3.6326 -5.0491
H -5.3610 2.5820 -3.8219
H -3.7584 3.3009 -3.6323
H -4.4742 -0.0323 -6.2661
H -5.6717 1.2273 -6.0489
H -6.0766 0.5365 -3.7252
H -6.1872 -0.8597 -4.7624
H -4.8608 -1.2993 -2.6729
H -3.9807 -1.6375 -4.1475
H -3.0244 1.7504 -1.6503
H -3.9838 0.4253 -1.0301
H -4.7095 1.5429 -2.1480
H -1.7622 -1.4852 -3.0600
H -2.5378 -1.1809 -1.5221
H -1.3528 -0.0333 -2.1268
H -2.3484 3.0154 -5.9753
H -3.8384 2.8382 -6.8999
H -2.6312 1.5759 -6.9602
```

Output
**Kohn-Sham gap**: 3.106 eV
**Molecular weight**: 468.682 g mol⁻¹


Entry 4:
Here is C6H12O in the gas phase from the OMol25 dataset. Energies are from ωB97M-V with the def2-TZVPD basis set.

```
19
Properties=species:S:1:pos:R:3
C 0.4757 -2.4854 0.2018
O -0.6921 -1.7379 0.4262
C -0.4580 -0.4625 0.9744
C -0.1883 0.6406 -0.0709
C -0.2842 0.2220 -1.5257
C -0.6543 2.0243 0.2985
C 0.8137 1.7067 0.2767
H 0.9895 -2.7188 1.1465
H 1.1827 -1.9635 -0.4578
H 0.1671 -3.4196 -0.2731
H -1.3658 -0.2156 1.5352
H 0.3731 -0.5151 1.6964
H -1.1030 -0.4827 -1.6824
H 0.6399 -0.2578 -1.8674
H -0.4560 1.0906 -2.1686
H -1.1306 2.1584 1.2679
H -1.0555 2.6602 -0.4864
H 1.3265 1.6310 1.2327
H 1.4197 2.1252 -0.5240
```

Output
**Kohn-Sham gap**: 10.757 eV
**ΔE to the lowest compared entry with this formula, charge and spin**: 166.97 kJ/mol
**Molecular weight**: 100.161 g mol⁻¹
**SMILES string**: COCC1(C)CC1


Entry 5:
Here is C33H57N4NiOP2 as an isolated structure at a distorted geometry from the OMol25 dataset. Energies are from ωB97M-V with the def2-TZVPD basis set.

```
98
Properties=species:S:1:pos:R:3
C 1.6638 -1.2523 -2.6803
C -0.4774 -0.3351 -2.5892
C 1.6976 -1.1895 -4.0783
C -0.4100 -0.0171 -3.9536
C 0.6699 -0.4826 -4.7097
H 2.5009 -1.6796 -4.6238
H -1.2961 0.4481 -4.4077
H 0.7247 -0.2683 -5.7755
N 0.7024 -0.6176 -1.9615
P 2.7460 -1.3538 -0.0937
P -2.9335 1.1807 -1.2322
C 2.6432 -2.0942 -1.8398
H 2.2469 -3.1335 -1.7303
H 3.6183 -2.1776 -2.3720
C -0.8678 -0.2017 1.1796
O -1.4272 -0.0587 2.2610
C -1.7697 -0.7174 -1.9337
H -2.4404 -1.0889 -2.7506
C -4.7356 0.6359 -1.2658
C -2.7701 2.7804 -0.2677
C 2.6158 -2.7246 1.1822
C 4.4704 -0.6116 -0.2557
C -4.9879 -0.2827 -0.0416
H -5.0620 0.3198 0.8760
H -5.9529 -0.8092 -0.1717
H -4.2047 -1.0378 0.1329
C -5.7583 1.7962 -1.2901
H -5.7618 2.4177 -0.3925
H -5.5882 2.4172 -2.1819
H -6.7627 1.3498 -1.3827
C -5.0275 -0.0558 -2.6268
H -6.0845 -0.3774 -2.6588
H -4.8535 0.6699 -3.4392
H -4.4504 -0.9595 -2.8312
C -3.5980 2.9289 1.0313
H -3.1826 2.2815 1.8249
H -3.4835 3.9846 1.3589
H -4.6746 2.7219 0.9179
C -1.3246 3.1062 0.1561
H -0.9410 2.3441 0.8446
H -0.6471 3.1915 -0.7068
H -1.3193 4.0770 0.6921
C -3.1540 3.7793 -1.3888
H -4.2257 3.7509 -1.6294
H -2.8852 4.8148 -1.1077
H -2.5895 3.5151 -2.3026
C 4.8295 0.0605 1.0673
H 5.8120 0.5310 0.9402
H 4.1107 0.8374 1.3420
H 4.9007 -0.6608 1.8911
C 4.4267 0.4188 -1.3935
H 4.1668 -0.0278 -2.3606
H 3.7335 1.2391 -1.1978
H 5.4289 0.8567 -1.4947
C 5.5441 -1.6574 -0.6259
H 6.4197 -1.1070 -0.9985
H 5.8774 -2.2425 0.2349
H 5.2455 -2.3557 -1.4171
C 1.5459 -3.7436 0.7571
H 1.8090 -4.2777 -0.1653
H 1.4762 -4.5065 1.5478
H 0.5504 -3.2811 0.6497
C 2.1675 -2.0888 2.5112
H 1.1427 -1.6922 2.4483
H 2.1899 -2.8779 3.2731
H 2.8357 -1.2780 2.8284
C 3.9359 -3.4714 1.3877
H 4.3443 -3.8872 0.4556
H 4.6961 -2.8553 1.8845
H 3.7227 -4.3153 2.0618
Ni 0.7880 -0.3351 0.0554
N -0.8929 -1.2647 0.2617
C -1.6694 -1.5067 -0.8066
C -2.1981 -2.9599 -0.9284
C -3.4169 -3.0998 -1.8306
C -1.1944 -3.8772 -1.6613
C -2.5909 -3.4803 0.4587
H -4.2387 -2.4785 -1.4767
H -3.1597 -2.7926 -2.8478
H -3.7791 -4.1501 -1.8737
H -0.1844 -4.0387 -1.2150
H -1.6184 -4.8923 -1.8367
H -1.0045 -3.4505 -2.6698
H -2.8394 -4.5522 0.4647
H -1.8432 -3.3378 1.2517
H -3.5125 -2.9889 0.8008
C 2.8136 3.7000 3.2462
N 2.3705 2.9927 2.0462
C 2.4969 3.4601 0.7351
C 2.0041 2.4724 -0.0742
N 1.5821 1.3905 0.7006
C 1.7958 1.7681 1.9844
H 3.9014 3.8626 3.1938
H 2.2931 4.6660 3.3002
H 2.5639 3.0700 4.1155
H 2.9249 4.4239 0.4969
H 1.9043 2.4623 -1.1543
H 1.5524 1.1908 2.8570
```

Output
**Kohn-Sham gap (alpha / beta)**: 4.914 / 5.804 eV
**Charge**: +1
**2S+1**: 3
**ΔE to the lowest compared entry with this formula, charge and spin**: 22.72 kJ/mol
**Molecular weight**: 646.487 g mol⁻¹


Entry 6:
Here is C27H31F3IrN4O2S3Sb2 as an isolated structure from the OMol25 dataset. Energies are from ωB97M-V with the def2-TZVPD basis set.

```
73
Properties=species:S:1:pos:R:3
Ir -1.3696 0.4738 0.5608
F -6.4768 -0.4614 1.7736
C -6.4556 -0.5180 0.4350
F -6.1835 -1.7915 0.0921
F -7.6880 -0.2360 -0.0062
C -5.4360 0.4229 -0.1480
C -5.7909 1.3800 -1.0745
C -4.8220 2.2303 -1.6091
C -3.5138 2.0700 -1.2214
N -3.1593 1.1274 -0.3376
C -4.0920 0.3302 0.2266
S -3.3278 -0.6989 1.3892
H -6.8246 1.4692 -1.3793
H -5.0807 2.9924 -2.3287
H -2.7241 2.6804 -1.6349
C 2.0153 2.1544 1.4849
Sb 0.8772 0.4009 1.7867
C 0.9177 0.1706 3.8829
C 2.3923 -0.9184 1.0604
C 2.2975 -2.3624 1.4484
C 2.8530 -2.8084 2.6439
C 2.7978 -4.1461 3.0031
C 2.1940 -5.0607 2.1514
C 1.6326 -4.6238 0.9623
C 1.6583 -3.2796 0.6006
C 0.9332 -2.8340 -0.6415
Sb -0.9678 -1.9253 -0.1516
C -2.3165 -2.9006 -1.4445
C -1.2551 -3.1130 1.5974
H 2.9205 2.0489 2.0814
H 1.4726 3.0442 1.7957
H 2.2695 2.2298 0.4287
H 1.8903 0.4875 4.2562
H 0.7450 -0.8735 4.1387
H 0.1330 0.7816 4.3243
H 3.3275 -0.4732 1.4037
H 2.3513 -0.7839 -0.0205
H 3.3581 -2.0988 3.2908
H 3.2386 -4.4755 3.9346
H 2.1574 -6.1098 2.4133
H 1.1584 -5.3396 0.2996
H 0.6405 -3.6926 -1.2467
H 1.4986 -2.1506 -1.2717
H -2.2241 -3.9624 -1.2220
H -2.0719 -2.7074 -2.4868
H -3.3253 -2.5567 -1.2285
H -0.9360 -4.1352 1.4058
H -2.3056 -3.1184 1.8741
H -0.6657 -2.7160 2.4244
N 5.9369 2.0890 -2.7240
C 4.5865 1.8795 -2.7075
C 4.0649 0.5789 -2.6746
C 2.7031 0.3707 -2.6037
C 1.8316 1.4545 -2.5783
C 2.3353 2.7526 -2.6397
C 3.6944 2.9641 -2.7002
S 0.1229 1.1921 -2.3406
O -0.6277 2.1289 -3.1268
O -0.1132 -0.2246 -2.4568
N -0.1093 1.5557 -0.7477
C -0.5511 2.7718 -0.3023
S -0.5467 4.3418 -0.9900
C -1.3468 4.9266 0.4423
C -1.5715 3.9244 1.3178
N -1.0940 2.6954 0.9063
H 6.5504 1.3190 -2.9202
H 6.2908 3.0016 -2.9474
H 4.7389 -0.2680 -2.7220
H 2.3032 -0.6344 -2.5956
H 1.6610 3.5989 -2.6741
H 4.0817 3.9740 -2.7552
H -1.5986 5.9690 0.5482
H -2.0600 4.0159 2.2754
```

Output
**Kohn-Sham gap**: 7.908 eV
**Charge**: +1
**ΔE to the lowest compared entry with this formula, charge and spin**: 0.00 kJ/mol
**Molecular weight**: 1032.503 g mol⁻¹


Which of these has the lowest molecular weight? C2H10NO


Repeat the fourth record exactly.
Here is C6H12O in the gas phase from the OMol25 dataset. Energies are from ωB97M-V with the def2-TZVPD basis set.

```
19
Properties=species:S:1:pos:R:3
C 0.4757 -2.4854 0.2018
O -0.6921 -1.7379 0.4262
C -0.4580 -0.4625 0.9744
C -0.1883 0.6406 -0.0709
C -0.2842 0.2220 -1.5257
C -0.6543 2.0243 0.2985
C 0.8137 1.7067 0.2767
H 0.9895 -2.7188 1.1465
H 1.1827 -1.9635 -0.4578
H 0.1671 -3.4196 -0.2731
H -1.3658 -0.2156 1.5352
H 0.3731 -0.5151 1.6964
H -1.1030 -0.4827 -1.6824
H 0.6399 -0.2578 -1.8674
H -0.4560 1.0906 -2.1686
H -1.1306 2.1584 1.2679
H -1.0555 2.6602 -0.4864
H 1.3265 1.6310 1.2327
H 1.4197 2.1252 -0.5240
```

Output
**Kohn-Sham gap**: 10.757 eV
**ΔE to the lowest compared entry with this formula, charge and spin**: 166.97 kJ/mol
**Molecular weight**: 100.161 g mol⁻¹
**SMILES string**: COCC1(C)CC1